# 1
Molecular formula: C3H9O2
Method: DFT, ωB97M-V/def2-TZVPD

Atoms and positions in Å:
H1 1.194 -0.495 0.443
C1 1.724 -1.309 -1.645
H2 -1.974 1.346 2.189
C2 -1.990 0.917 1.180
H3 -0.006 1.876 0.772
C3 -0.524 0.791 0.702
H4 0.675 -0.962 -1.726
H5 2.331 -1.057 -2.569
O1 2.149 -0.834 -0.436
H6 -0.565 0.587 -0.405
H7 -2.585 -0.041 1.156
O2 0.248 -0.177 1.222
H8 1.737 -2.460 -1.566
H9 -2.413 1.818 0.683

Kohn-Sham gap: 7.930 eV
Total charge: -1
Highest occupied orbital energy: -0.1321 hartree

Atomic partial charges in e from the natural (NBO) method, atoms 1 to 2: number 1, H, carries 0.520; number 2, C, carries -0.210


# 2
Molecular formula: C5H7NO2S2
Method: DFT, ωB97M-V/def2-TZVPD

Atoms and positions in Å:
O1 -0.384 1.322 -0.732
H1 -1.390 1.350 1.364
H2 2.392 -0.853 0.493
H3 -0.482 1.200 2.940
C1 -0.098 0.146 -0.806
H4 -1.962 0.519 2.848
H5 -0.386 -0.029 -2.858
O2 0.161 -1.284 2.404
C2 -1.094 0.730 2.146
S1 -0.434 -3.503 -0.040
C3 0.298 -0.453 -2.078
N1 -0.076 -0.734 0.277
H6 1.301 -0.346 -2.559
H7 -0.007 -1.491 -2.189
C4 -0.289 -0.434 1.683
S2 2.258 -2.214 0.078
C5 0.583 -2.223 0.117

Kohn-Sham gap: 8.587 eV
Highest occupied orbital energy: -0.3423 hartree
Structure (SMILES): CC(=O)N(C(C)=O)C(=S)S

Atomic partial charges in e from the natural (NBO) method, atoms 1 to 2: number 1, O, carries -0.580; number 2, H, carries 0.257


Repeat the first record exactly.
Molecular formula: C3H9O2
Method: DFT, ωB97M-V/def2-TZVPD

Atoms and positions in Å:
H1 1.194 -0.495 0.443
C1 1.724 -1.309 -1.645
H2 -1.974 1.346 2.189
C2 -1.990 0.917 1.180
H3 -0.006 1.876 0.772
C3 -0.524 0.791 0.702
H4 0.675 -0.962 -1.726
H5 2.331 -1.057 -2.569
O1 2.149 -0.834 -0.436
H6 -0.565 0.587 -0.405
H7 -2.585 -0.041 1.156
O2 0.248 -0.177 1.222
H8 1.737 -2.460 -1.566
H9 -2.413 1.818 0.683

Kohn-Sham gap: 7.930 eV
Total charge: -1
Highest occupied orbital energy: -0.1321 hartree

Atomic partial charges in e from the natural (NBO) method, atoms 1 to 2: number 1, H, carries 0.520; number 2, C, carries -0.210